No. 1
{"formula": "C3H4N4", "method": "ωB97M-V with the def2-TZVPD basis set", "homo_energy_ev": [-7.7, -7.7], "total_charge": 0, "orbital_gap_ev": [7.84, 7.84], "elements": ["N", "C", "C", "N", "C", "N", "N", "H", "H", "H", "H"], "positions_angstrom": [[1.9311, 0.0031, -0.5881], [0.7100, 0.1361, 0.0095], [0.1402, 1.3772, 0.3539], [-1.1557, 1.4511, 0.5411], [-1.8527, 0.2962, 0.2598], [-1.3543, -0.8990, 0.3450], [0.0128, -0.9371, 0.4181], [2.2589, 0.8764, -0.9861], [2.0532, -0.8057, -1.1830], [-2.9182, 0.3651, 0.0636], [0.3899, -1.7871, 0.8169]]}

=====

No. 2
{"formula": "C3H4N4", "method": "ωB97M-V with the def2-TZVPD basis set", "homo_energy_ev": -9.3, "total_charge": 0, "orbital_gap_ev": 9.26, "elements": ["C", "C", "C", "N", "N", "N", "N", "H", "H", "H", "H"], "positions_angstrom": [[0.1555, 1.7019, 1.1120], [0.7331, 0.9500, 0.0044], [-0.0557, -0.2436, -0.3981], [-1.3184, -0.3519, 0.0200], [-1.7845, -1.4565, -0.4479], [-0.8746, -2.1143, -1.0318], [0.2781, -1.4846, -0.8634], [0.9005, 2.3602, 1.6655], [-0.8654, 1.4988, 1.6344], [1.7257, 1.0375, -0.2716], [1.1058, -1.8974, -1.4236]]}

=====

No. 3
{"formula": "C3H4N4", "method": "ωB97M-V with the def2-TZVPD basis set", "homo_energy_ev": -7.6, "total_charge": 0, "orbital_gap_ev": 8.03, "elements": ["N", "C", "C", "N", "C", "N", "N", "H", "H", "H", "H"], "positions_angstrom": [[2.0245, -0.2579, -0.3150], [0.6351, -0.0461, -0.3135], [-0.0497, 1.0378, 0.3442], [-1.2489, 0.7969, 0.7629], [-2.3051, 0.1513, 0.6670], [-1.2663, -1.2396, -1.2314], [-0.2330, -0.8269, -0.9364], [2.3221, -1.0643, 0.2232], [2.4329, -0.2902, -1.2410], [0.3810, 2.0285, 0.4441], [-2.6927, -0.2895, 1.5959]]}

=====

No. 4
{"formula": "C3H4N4O", "method": "ωB97M-V with the def2-TZVPD basis set", "homo_energy_ev": -8.2, "total_charge": 0, "orbital_gap_ev": 7.43, "elements": ["C", "C", "C", "H", "H", "H", "H", "N", "N", "N", "N", "O"], "positions_angstrom": [[0.2476, -0.6354, -0.0997], [0.0634, 1.7247, 0.2259], [-0.6784, 1.1178, -0.9562], [-0.7702, -3.5076, 0.8179], [-0.5789, -3.0849, -1.2211], [1.6394, 0.4394, 1.3805], [-1.1610, 1.6990, -1.7646], [-0.0733, -2.9853, -0.0294], [0.3316, -1.8434, 0.3872], [0.9326, 0.4929, 0.5291], [-0.6821, -0.1325, -0.9669], [-0.0609, 2.8112, 0.7909]]}